Entry from the Open Molecules 2025 dataset: CH3NO in the gas phase in a non-equilibrium geometry (ωB97M-V/def2-TZVPD).

Computed properties:
- SMILES: C=NO
- Frontier orbital gap: 11.30 eV
- Charge: 0

Last column: Mulliken charge in e.
CARTESIAN COORDINATES (ANGSTROEM)
C1 0.4219 0.3204 -0.5318  -0.272
H1 -0.8316 -1.0833 0.6832  0.289
H2 0.3289 -0.7023 -0.8908  0.185
H3 0.9929 1.0771 -1.0408  0.255
N1 -0.0893 0.6623 0.5798  -0.173
O1 -0.8227 -0.2742 1.2004  -0.285

Atomic forces in eV per Å
C -0.037 0.226 0.774
H 0.018 -0.524 -0.373
H 0.005 -0.017 -0.342
H 0.134 -0.054 -0.216
N 0.448 0.540 -0.975
O -0.569 -0.169 1.132

Entry from the Open Molecules 2025 dataset: a molecular structure, C41H47F6GeNPReSb in a non-equilibrium geometry (ωB97M-V/def2-TZVPD).

Computed properties:
- Spin multiplicity: 3
- Frontier orbital gap (alpha / beta): 4.89 / 5.50 eV
- Charge: -1
- ⟨S²⟩: 2.1540

Last column: Mulliken charge in e.
CARTESIAN COORDINATES (ANGSTROEM)
Re1 -1.1276 0.8336 -0.3311  0.933
C1 -0.6323 1.4109 4.8318  -1.679
C2 -0.0054 1.0284 3.4920  1.458
C3 0.9475 -0.1576 3.6553  -1.827
P1 -1.1114 0.8562 2.0377  0.842
C4 -2.4467 2.1067 2.2911  0.071
C5 -3.5985 1.9622 1.2964  -1.668
C6 -1.8744 3.5248 2.1582  -1.482
C7 -1.9921 -0.7732 2.0615  0.212
C8 -2.2375 -1.4272 3.2874  -0.364
C9 -2.8053 -2.7045 3.3628  0.639
C10 -3.0311 -3.3784 4.6796  -1.759
C11 -3.1216 -3.3592 2.1799  -1.059
C12 -2.9174 -2.7248 0.9538  -0.750
C13 -2.3981 -1.4140 0.8401  0.200
N1 -2.2748 -0.7685 -0.3590  0.209
C14 -2.6943 -1.3353 -1.5205  0.013
C15 -4.0624 -1.4175 -1.8939  1.509
C16 -5.1635 -0.9475 -0.9771  -1.450
C17 -4.4329 -1.9671 -3.1377  -1.362
C18 -3.4762 -2.4043 -4.0543  0.796
C19 -3.8854 -2.9222 -5.3973  -1.654
C20 -2.1281 -2.2719 -3.7229  -0.681
C21 -1.7313 -1.7459 -2.4790  0.226
C22 -0.2564 -1.6054 -2.1889  -1.182
H1 0.1434 1.5119 5.5998  0.540
H2 -1.3558 0.6847 5.2029  0.141
H3 -1.1417 2.3778 4.7817  0.342
H4 0.6348 1.8809 3.2253  -0.042
H5 0.4352 -1.0582 4.0062  0.351
H6 1.7249 0.0771 4.3917  0.534
H7 1.4540 -0.4029 2.7151  0.401
H8 -2.8684 1.9892 3.2950  0.552
H9 -3.2524 2.0040 0.2575  0.049
H10 -4.3312 2.7661 1.4318  0.611
H11 -4.1355 1.0208 1.4456  0.281
H12 -1.4680 3.7029 1.1551  0.144
H13 -1.0713 3.7182 2.8763  0.364
H14 -2.6543 4.2737 2.3366  0.490
H15 -1.9736 -0.9471 4.2170  0.065
H16 -2.8433 -2.6986 5.5174  0.336
H17 -2.3611 -4.2378 4.7831  0.318
H18 -4.0684 -3.7199 4.7584  0.374
H19 -3.5376 -4.3607 2.1882  0.354
H20 -3.1861 -3.2729 0.0521  0.436
H21 -4.9151 0.0131 -0.5205  0.035
H22 -5.3600 -1.6904 -0.1989  0.308
H23 -6.0965 -0.7917 -1.5305  0.502
H24 -5.4870 -2.0350 -3.3912  0.375
H25 -4.8636 -3.4120 -5.3477  0.414
H26 -3.1693 -3.6644 -5.7652  0.390
H27 -3.9404 -2.0980 -6.1155  0.262
H28 -1.3675 -2.5704 -4.4381  0.246
H29 0.3522 -1.9585 -3.0284  0.386
H30 0.0212 -2.1981 -1.3115  0.524
H31 0.0014 -0.5540 -2.0220  -0.087
F1 -1.1276 0.8336 -2.2477  -0.466
Sb1 -1.1276 0.8336 -4.2449  2.421
F2 -1.5353 2.7884 -4.2443  -0.553
F3 0.8273 1.2413 -4.2448  -0.553
F4 -1.1276 0.8339 -6.2418  -0.531
F5 -0.7199 -1.1213 -4.2453  -0.524
F6 -3.0824 0.4258 -4.2450  -0.564
C23 0.9900 0.8336 -0.3311  -0.438
Ge1 2.9362 0.8236 -0.3548  2.158
C24 3.5805 2.3038 0.6962  -0.114
C25 3.2344 2.3866 2.0513  -0.214
C26 3.6955 3.4528 2.8299  -0.583
C27 4.5046 4.4387 2.2574  -0.562
C28 4.8537 4.3583 0.9061  -0.597
C29 4.3936 3.2929 0.1254  -0.545
C30 3.6125 -0.7863 0.4602  0.094
C31 4.9958 -0.9765 0.5774  -0.417
C32 5.4965 -2.1397 1.1701  -0.689
C33 4.6170 -3.1154 1.6487  -0.524
C34 3.2361 -2.9278 1.5354  -0.910
C35 2.7331 -1.7650 0.9428  -0.281
C36 3.5080 0.9643 -2.1922  -0.035
C37 3.1205 2.0755 -2.9535  -0.204
C38 3.5260 2.1902 -4.2867  -0.814
C39 4.3182 1.1942 -4.8651  -0.511
C40 4.7042 0.0825 -4.1106  -0.591
C41 4.3000 -0.0341 -2.7768  -0.476
H32 2.6089 1.6268 2.5025  0.305
H33 3.4261 3.5145 3.8763  0.432
H34 4.8615 5.2635 2.8606  0.359
H35 5.4815 5.1210 0.4638  0.406
H36 4.6749 3.2428 -0.9171  0.363
H37 5.6831 -0.2248 0.2101  0.467
H38 6.5654 -2.2845 1.2588  0.398
H39 5.0050 -4.0155 2.1076  0.373
H40 2.5557 -3.6831 1.9069  0.439
H41 1.6627 -1.6312 0.8614  0.433
H42 2.5066 2.8513 -2.5136  0.544
H43 3.2261 3.0503 -4.8712  0.425
H44 4.6315 1.2832 -5.8973  0.365
H45 5.3161 -0.6892 -4.5595  0.396
H46 4.6047 -0.9011 -2.2078  0.323
H47 -2.1317 2.2359 -0.3311  -0.194

Atomic forces in eV per Å
Re 5.040 1.131 3.089
C -0.394 0.262 0.142
C 0.856 0.098 0.241
C 0.136 -0.271 -0.162
P -2.452 -0.669 -2.410
C -0.369 0.615 0.586
C -1.029 -0.468 0.608
C 0.256 0.183 0.139
C -0.333 -0.628 1.514
C -0.234 -0.477 -1.083
C 0.151 0.269 0.000
C -0.061 -0.010 0.277
C 0.309 0.803 -0.480
C -0.158 -0.040 -0.035
C -0.344 -0.946 2.061
N 1.313 1.675 2.448
C -0.736 -1.627 -3.792
C -0.286 -0.384 -0.459
C -0.010 0.122 -0.112
C 0.785 0.300 0.842
C 0.325 0.029 0.574
C -0.056 -0.221 -0.124
C -2.776 -2.569 1.480
C -1.097 -1.186 1.297
C 0.638 -1.237 1.207
H 0.035 -0.091 -0.188
H 0.030 -0.032 -0.046
H -0.002 -0.121 -0.048
H -0.181 -0.029 -0.227
H -0.036 0.087 -0.099
H -0.097 0.067 -0.061
H -0.155 0.041 0.159
H -0.008 0.056 0.096
H -0.874 -0.034 0.801
H 0.101 0.048 0.174
H 0.061 -0.041 -0.011
H -0.093 -0.146 0.200
H 0.013 0.010 -0.025
H 0.006 -0.135 0.011
H 0.071 0.116 0.048
H 0.007 -0.093 -0.107
H -0.153 -0.015 0.122
H 0.145 -0.101 0.081
H 0.021 0.004 0.058
H 0.065 0.260 0.029
H 0.071 -0.139 0.183
H 0.021 0.178 0.166
H 0.182 -0.130 -0.004
H 0.026 0.068 0.046
H 0.059 0.132 -0.056
H -0.034 0.162 -0.041
H -0.016 -0.127 -0.053
H -1.125 -1.642 0.331
H 0.008 -0.233 0.922
H -0.027 0.200 0.281
H 0.672 -1.219 0.116
F -0.924 1.398 -5.761
Sb -0.229 1.005 -2.759
F 0.523 -2.433 0.238
F -2.633 -0.580 0.195
F -0.014 -0.047 2.305
F 3.052 7.723 -4.604
F 2.536 0.847 0.053
C -2.373 0.409 0.475
Ge -1.881 -0.137 -0.177
C 0.376 0.572 0.111
C 0.478 0.664 -0.116
C 0.065 -0.116 -0.474
C -0.122 -0.330 -0.326
C -0.266 -0.288 0.284
C -0.099 0.180 0.836
C 0.156 -0.517 0.173
C -0.330 -0.671 0.356
C -0.411 0.088 -0.044
C -0.214 0.408 -0.206
C 0.353 0.311 -0.117
C 0.761 -0.339 0.079
C 0.484 0.055 -0.394
C 0.589 -0.362 -0.406
C 0.242 -0.334 0.326
C -0.138 -0.020 0.525
C -0.292 0.335 0.156
C -0.117 0.571 -0.584
H 0.036 -0.052 -0.061
H -0.006 0.012 0.053
H 0.002 0.018 0.011
H 0.016 0.032 -0.005
H -0.027 -0.072 -0.097
H 0.036 0.064 -0.017
H 0.037 -0.016 0.008
H 0.014 -0.021 0.007
H -0.025 -0.021 0.008
H -0.091 0.096 -0.129
H -0.092 -0.022 0.006
H -0.056 -0.023 -0.011
H -0.012 -0.004 -0.021
H 0.008 -0.034 -0.023
H -0.008 -0.064 0.097
H 2.325 -0.138 -0.674

Entry from the Open Molecules 2025 dataset: a gas-phase ion, C5H6NO (charge -1) in a non-equilibrium geometry (ωB97M-V/def2-TZVPD).

Computed properties:
- SMILES: [O-]N1C=CC=CC1
- Frontier orbital gap: 6.01 eV
- Charge: -1

Last column: Mulliken charge in e.
CARTESIAN COORDINATES (ANGSTROEM)
C1 -0.5257 -0.0911 1.3023  -0.226
C2 0.4152 0.9333 1.0143  -0.941
C3 -1.0013 -0.9109 0.3372  -0.639
C4 1.1724 0.7916 -0.1011  -0.098
C5 -0.6339 -0.4608 -1.0063  -0.656
N1 0.7976 -0.0936 -0.9884  0.573
O1 1.4975 -0.6312 -1.9532  -0.869
H1 -0.8032 -0.1114 2.3085  0.410
H2 0.3592 1.8688 1.6425  0.262
H3 -1.5913 -1.7521 0.4918  0.438
H4 2.3224 1.0779 -0.0297  0.246
H5 -0.8141 -1.1373 -1.8626  0.309
H6 -1.1946 0.5169 -1.1553  0.189

Atomic forces in eV per Å
C 0.003 0.735 -0.787
C -2.225 1.764 2.669
C 1.022 0.566 0.422
C 3.923 -0.267 -0.841
C -0.273 1.358 -0.597
N -0.722 -0.300 -1.152
O 1.127 -0.196 -0.485
H -0.794 -0.500 1.581
H 0.733 -1.207 -0.550
H -0.920 -1.446 0.413
H -2.498 -0.377 -0.922
H 0.316 0.357 0.646
H 0.309 -0.487 -0.398

Energy relative to the best compared isomer or geometry (same formula, charge and spin) values, unit kcal per mole, following the record order: 57.1 36.4 10.2.